(i)
This record from OMol25 describes the molecule C2H4N2OS. The level of theory is ωB97M-V/def2-TZVPD.

LUMO: 0.397 eV
Net charge: 0
Highest occupied orbital energy: -8.311 eV
HOMO-LUMO gap: 8.7 eV
SMILES string: C=NO/C=N\S

Geometry (Å):
C -0.737 2.374 0.708
N -0.292 1.193 0.397
O -0.054 0.372 1.472
C 0.474 -0.755 1.034
N 0.710 -1.390 -0.129
S 0.008 -1.018 -1.611
H -0.617 3.100 -0.336
H -0.899 2.931 1.638
H 0.998 -1.203 1.843
H -0.523 0.146 -1.462

***

(ii)
This record from OMol25 describes the molecule C2H4N2OS. The level of theory is ωB97M-V/def2-TZVPD.

LUMO: -0.241 eV
Net charge: 0
Highest occupied orbital energy: -9.320 eV
HOMO-LUMO gap: 9.1 eV
SMILES string: N/N=C\OC=S

Geometry (Å):
N -1.089 1.149 -0.086
N -1.499 -0.152 0.159
C -0.586 -1.025 -0.013
O 0.676 -0.723 -0.558
C 1.563 -0.066 0.294
S 3.138 0.170 -0.078
H -2.034 1.560 -0.373
H -0.471 1.185 -0.866
H -0.898 -2.040 0.152
H 1.199 -0.059 1.367

***

(iii)
This record from OMol25 describes a 2-piece molecular cluster, C2H4N2OS overall. The level of theory is ωB97M-V/def2-TZVPD.

LUMO: 0.456 eV
Net charge: 0
Highest occupied orbital energy: -8.245 eV
HOMO-LUMO gap: 8.7 eV

Geometry (Å):
C 3.403 0.701 -0.062
C -1.384 0.265 0.011
N -1.607 -1.024 -0.210
N -0.074 0.520 0.380
O 4.496 0.486 0.125
S -2.489 1.400 0.124
H 0.546 -0.419 0.287
H -0.757 -1.741 -0.230
H -2.480 -1.493 -0.403
H 0.346 1.305 -0.021

***

(iv)
This record from OMol25 describes the molecule C2H4N2OS. The level of theory is ωB97M-V/def2-TZVPD.

LUMO: 0.032 eV
Net charge: 0
Highest occupied orbital energy: -9.871 eV
HOMO-LUMO gap: 9.9 eV
SMILES string: [H]/N=C(/N)C(=O)S

Geometry (Å):
H -0.619 0.798 1.599
N -1.312 0.449 0.770
C -0.487 -0.267 0.026
N -0.884 -0.882 -1.179
C 1.079 -0.098 0.120
O 1.700 -1.125 -0.197
S 1.857 1.501 0.469
H -0.234 -1.609 -1.512
H -1.805 -1.102 -1.220
H 0.706 2.334 1.124

***

The structure with the most favorable energy is (iii); the runner-up is 0.871 eV above it.